No. 1
Here is a 8-piece molecular cluster, C16H48O8 overall in a non-equilibrium geometry from the OMol25 dataset. Energies are from the ωB97M-V functional and the def2-TZVPD basis.

As for the multiplicity: 2. The frontier orbital gap (alpha / beta) comes out at 0.3643 / 0.1065 Ha. For the total energy, the calculation gives -1239.821574 Eh. Its expectation value of S² is 0.754. The molar mass is 368.6 g/mol. Its relative energy (zero: lowest compared OMol25 entry of this formula, charge and spin) is 1.196 eV. As for the net charge: +1.

Atoms and positions in Å:
C  0.492  4.231  -0.760
C  -0.588  4.234  -1.789
O  -0.417  3.319  -2.825
H  0.379  3.390  -0.076
H  0.351  5.122  -0.148
H  1.511  4.177  -1.143
H  -0.623  5.198  -2.296
H  -1.604  4.219  -1.397
H  0.397  3.544  -3.282
C  0.198  2.327  4.768
C  1.376  2.076  5.736
O  1.545  0.764  6.121
H  0.270  1.949  3.748
H  0.058  3.407  4.799
H  -0.731  1.879  5.123
H  1.136  2.657  6.627
H  2.316  2.469  5.348
H  2.470  0.532  6.226
C  -5.200  -0.895  0.850
C  -3.796  -0.315  0.808
O  -3.229  -0.557  -0.500
H  -5.578  -0.711  1.856
H  -5.273  -1.976  0.728
H  -5.757  -0.401  0.053
H  -3.156  -0.733  1.585
H  -3.781  0.766  0.950
H  -2.843  0.268  -0.804
C  0.996  -0.214  1.608
C  0.175  0.133  0.418
O  -0.463  -1.013  -0.134
H  0.416  -0.723  2.377
H  1.472  0.558  2.212
H  1.739  -0.967  1.343
H  0.854  0.581  -0.308
H  -0.683  0.767  0.642
H  -1.215  -0.581  -0.545
C  2.195  -3.895  2.371
C  1.302  -4.028  1.138
O  0.082  -3.373  1.350
H  2.443  -2.883  2.690
H  3.060  -4.533  2.188
H  1.658  -4.415  3.165
H  1.246  -5.058  0.786
H  1.891  -3.617  0.318
H  0.007  -2.615  0.766
C  1.364  -2.736  -3.193
C  -0.155  -2.824  -3.167
O  -0.595  -3.478  -4.401
H  1.799  -3.239  -4.056
H  1.704  -3.063  -2.210
H  1.843  -1.769  -3.344
H  -0.553  -1.810  -3.137
H  -0.517  -3.374  -2.298
H  -1.554  -3.491  -4.354
C  -4.730  1.341  -2.870
C  -3.621  2.347  -2.636
O  -2.517  1.586  -2.159
H  -4.331  0.639  -3.603
H  -5.691  1.762  -3.163
H  -4.946  0.757  -1.975
H  -3.913  2.918  -1.755
H  -3.428  2.842  -3.588
H  -1.808  2.175  -2.426
C  5.008  -1.556  -1.268
C  4.688  -0.091  -0.962
O  5.829  0.429  -0.265
H  5.177  -2.170  -0.384
H  5.896  -1.552  -1.900
H  4.255  -1.938  -1.957
H  3.847  -0.055  -0.269
H  4.448  0.481  -1.858
H  5.401  0.805  0.508



No. 2
Here is C16H48O8S8Tl as an isolated structure in a non-equilibrium geometry from the OMol25 dataset. Energies are from the ωB97M-V functional and the def2-TZVPD basis.

The frontier orbital gap comes out at 0.1284 Ha. For the total energy, the calculation gives -4596.980801 Eh. The molar mass is 829.5 g/mol. Its relative energy (zero: lowest compared OMol25 entry of this formula, charge and spin) is 2.610 eV. As for the net charge: +3.

Atoms and positions in Å:
Tl  0.437  0.081  -0.791
C  -0.235  -0.816  3.859
S  -1.456  0.339  3.045
O  -0.939  0.623  1.656
C  -2.849  -0.913  2.792
H  -0.565  -1.125  4.850
H  0.724  -0.334  4.051
H  -0.003  -1.700  3.265
H  -3.573  -0.889  3.607
H  -2.432  -1.917  2.711
H  -3.436  -0.757  1.886
C  -0.659  -4.767  -1.232
S  -0.136  -3.836  0.306
O  -0.617  -2.392  0.226
C  -1.296  -4.688  1.444
H  -1.657  -4.510  -1.587
H  -0.516  -5.842  -1.118
H  -0.041  -4.461  -2.076
H  -1.338  -5.733  1.136
H  -2.288  -4.245  1.529
H  -0.938  -4.597  2.470
C  4.366  0.108  1.439
S  3.037  -0.184  2.638
O  1.755  -0.250  1.789
C  3.261  -1.972  2.804
H  5.236  -0.435  1.809
H  4.644  1.161  1.442
H  4.076  -0.310  0.475
H  2.440  -2.398  3.382
H  4.260  -2.224  3.161
H  3.143  -2.416  1.815
C  -1.487  4.838  -1.391
S  -2.343  3.320  -0.787
O  -1.368  2.142  -0.764
C  -2.706  3.746  0.971
H  -1.322  4.884  -2.467
H  -0.519  4.914  -0.895
H  -2.007  5.750  -1.100
H  -3.077  2.948  1.615
H  -3.429  4.559  1.033
H  -1.817  4.172  1.436
C  -1.873  -3.295  -4.310
S  -1.435  -1.560  -3.996
O  -0.531  -1.442  -2.765
C  -0.412  -1.460  -5.536
H  -1.020  -3.955  -4.472
H  -2.510  -3.169  -5.185
H  -2.386  -3.819  -3.503
H  -0.480  -2.367  -6.136
H  0.636  -1.292  -5.286
H  -0.695  -0.564  -6.088
C  -5.097  0.143  -1.012
S  -3.694  -1.012  -1.340
O  -2.408  -0.464  -0.697
C  -4.334  -2.548  -0.489
H  -5.046  1.159  -1.403
H  -5.366  0.350  0.023
H  -6.002  -0.270  -1.458
H  -3.525  -3.250  -0.690
H  -5.235  -2.921  -0.975
H  -4.626  -2.311  0.534
C  5.344  0.186  -2.162
S  4.208  1.679  -2.070
O  3.113  1.346  -1.089
C  5.379  2.717  -1.098
H  5.858  -0.181  -1.274
H  6.064  0.450  -2.936
H  4.819  -0.602  -2.701
H  5.086  3.724  -0.801
H  6.198  3.077  -1.721
H  5.775  2.293  -0.176
C  0.841  3.130  3.122
S  1.846  3.208  1.536
O  1.125  2.540  0.429
C  1.551  5.063  1.312
H  1.446  3.610  3.891
H  0.652  2.076  3.324
H  -0.105  3.627  2.907
H  2.193  5.373  0.488
H  1.820  5.600  2.221
H  0.492  5.260  1.146



No. 3
Here is a 9-piece molecular cluster, C16H50BF2O10S9 overall in a non-equilibrium geometry from the OMol25 dataset. Energies are from the ωB97M-V functional and the def2-TZVPD basis.

The frontier orbital gap comes out at 0.2638 Ha. For the total energy, the calculation gives -5200.126929 Eh. The molar mass is 740.0 g/mol. As for the net charge: -1.

Atoms and positions in Å:
O  0.773  -1.831  -1.234
S  1.762  -1.990  -0.136
O  1.250  -2.991  0.829
F  3.174  -2.481  -0.857
B  2.134  -0.325  0.763
F  1.402  0.675  0.005
H  1.771  -0.392  1.900
H  3.302  -0.070  0.745
C  2.303  -5.461  -2.620
S  0.555  -5.890  -2.670
O  0.436  -7.186  -3.407
C  0.075  -4.577  -3.800
H  2.814  -6.185  -1.986
H  2.720  -5.498  -3.628
H  2.417  -4.462  -2.196
H  0.635  -4.668  -4.732
H  0.269  -3.609  -3.333
H  -0.989  -4.670  -4.008
C  -0.357  5.492  1.483
S  -1.015  3.859  1.859
O  0.114  3.023  2.358
C  -1.324  3.379  0.151
H  -0.060  5.963  2.415
H  0.512  5.396  0.828
H  -1.126  6.094  1.005
H  -0.394  3.419  -0.417
H  -2.065  4.050  -0.284
H  -1.707  2.361  0.146
C  -5.019  -3.368  -4.999
S  -3.909  -4.654  -5.598
O  -2.517  -4.159  -5.401
C  -4.305  -4.447  -7.344
H  -4.901  -3.296  -3.919
H  -4.761  -2.413  -5.457
H  -6.049  -3.637  -5.235
H  -4.094  -3.422  -7.652
H  -5.357  -4.683  -7.508
H  -3.685  -5.134  -7.917
C  -0.842  -4.796  3.030
S  -1.773  -3.421  3.720
O  -1.458  -3.352  5.178
C  -3.398  -4.191  3.567
H  0.215  -4.538  3.063
H  -1.021  -5.697  3.619
H  -1.140  -4.953  1.993
H  -3.418  -5.128  4.125
H  -3.614  -4.373  2.514
H  -4.139  -3.507  3.977
C  -0.615  10.072  3.272
S  -2.055  9.000  3.423
O  -1.755  7.752  2.665
C  -3.143  10.000  2.394
H  0.209  9.612  3.813
H  -0.344  10.183  2.221
H  -0.839  11.046  3.710
H  -2.709  10.115  1.400
H  -3.289  10.975  2.859
H  -4.101  9.489  2.315
C  -3.388  1.817  4.002
S  -4.594  1.645  2.676
O  -4.727  2.974  2.012
C  -6.026  1.440  3.752
H  -2.410  1.996  3.560
H  -3.656  2.659  4.642
H  -3.356  0.897  4.587
H  -6.126  2.309  4.404
H  -5.907  0.534  4.346
H  -6.913  1.351  3.127
C  6.059  3.465  1.495
S  4.605  2.403  1.628
O  4.906  1.166  0.858
C  3.518  3.415  0.611
H  6.877  2.989  2.032
H  6.334  3.588  0.446
H  5.844  4.435  1.946
H  3.949  3.540  -0.383
H  3.376  4.388  1.086
H  2.555  2.908  0.529
C  5.818  -4.060  -1.739
S  6.897  -5.376  -2.323
O  8.305  -4.912  -2.151
C  6.482  -5.191  -4.067
H  5.942  -3.967  -0.662
H  6.085  -3.118  -2.217
H  4.782  -4.314  -1.961
H  6.711  -4.176  -4.395
H  5.423  -5.406  -4.213
H  7.079  -5.901  -4.637



No. 4
Here is a 8-piece molecular cluster, C16H50N2O12 overall in a non-equilibrium geometry from the OMol25 dataset. Energies are from the ωB97M-V functional and the def2-TZVPD basis.

As for the multiplicity: 2. The frontier orbital gap (alpha / beta) comes out at 0.3312 / 0.1058 Ha. For the total energy, the calculation gives -1651.493397 Eh. Its expectation value of S² is 0.755. The molar mass is 462.6 g/mol. As for the net charge: +1.

Atoms and positions in Å:
O  3.262  2.245  -1.699
H  2.319  2.116  -1.599
H  3.640  1.378  -1.553
O  2.461  0.773  1.392
H  3.117  1.347  0.997
H  2.603  0.858  2.335
C  1.449  4.551  0.957
C  2.139  5.931  1.008
O  3.505  5.751  1.094
O  0.012  4.611  1.097
H  1.781  3.993  1.833
H  1.773  4.177  -0.014
H  1.926  6.506  1.909
H  1.884  6.533  0.136
H  3.991  5.670  0.270
H  -0.375  5.156  0.408
C  0.152  -3.356  1.076
C  0.991  -2.193  1.642
O  2.212  -1.978  1.020
O  -0.234  -3.218  -0.219
H  -0.783  -3.411  1.634
H  0.572  -4.360  1.123
H  1.246  -2.556  2.638
H  0.409  -1.272  1.690
H  2.225  -1.018  1.030
H  -0.608  -2.341  -0.333
C  -1.992  -4.086  -3.446
C  -1.618  -5.524  -2.967
O  -0.185  -5.643  -2.744
O  -1.541  -3.785  -4.725
H  -1.441  -3.326  -2.892
H  -3.055  -3.880  -3.319
H  -2.049  -6.358  -3.522
H  -2.123  -5.638  -2.008
H  0.115  -6.133  -3.513
H  -1.477  -2.835  -4.846
C  5.799  -0.806  -1.623
C  6.147  -0.337  -0.167
O  7.627  -0.332  0.055
O  4.441  -0.472  -1.894
H  5.866  -1.888  -1.731
H  6.473  -0.299  -2.314
H  5.667  -0.868  0.655
H  5.809  0.698  -0.114
H  7.768  -0.251  1.001
H  4.097  -1.021  -2.603
C  -4.795  2.857  3.048
C  -4.453  1.570  2.237
C  -3.537  0.592  3.022
O  -3.639  -0.714  2.362
C  -2.819  -1.728  2.983
N  -5.656  0.924  1.906
H  -5.486  3.428  2.429
H  -3.981  3.520  3.344
H  -5.251  2.576  3.997
H  -3.916  1.782  1.313
H  -3.803  0.372  4.056
H  -2.505  0.907  2.872
H  -3.116  -2.015  3.992
H  -1.770  -1.480  2.821
H  -3.027  -2.596  2.356
H  -5.899  0.280  2.645
H  -5.619  0.275  1.133
C  0.371  0.021  -2.706
C  -0.644  0.888  -1.854
C  -0.757  0.450  -0.359
O  -1.383  -0.791  -0.085
C  -2.778  -0.871  -0.435
N  -0.242  2.297  -1.896
H  0.009  -0.974  -2.963
H  1.273  -0.179  -2.129
H  0.783  0.413  -3.636
H  -1.669  0.806  -2.215
H  -1.174  1.308  0.168
H  0.265  0.290  -0.014
H  -2.974  -1.032  -1.495
H  -3.236  0.071  -0.133
H  -3.224  -1.676  0.149
H  -0.466  2.600  -2.833
H  -0.878  2.719  -1.235



No. 5
Here is a 9-piece molecular cluster, C16H51BF4N11O8 overall in a non-equilibrium geometry from the OMol25 dataset. Energies are from the ωB97M-V functional and the def2-TZVPD basis.

The frontier orbital gap comes out at 0.3488 Ha. For the total energy, the calculation gives -2268.972582 Eh. The molar mass is 612.5 g/mol. Its relative energy (zero: lowest compared OMol25 entry of this formula, charge and spin) is 6.252 eV. As for the net charge: -1.

Atoms and positions in Å:
B  18.033  2.090  -10.050
F  18.265  2.779  -8.882
F  18.653  0.843  -10.172
F  16.674  1.855  -10.060
F  18.399  2.841  -11.158
C  16.913  0.008  -3.102
O  17.050  0.070  -1.864
N  16.442  0.943  -3.792
N  17.348  -1.025  -3.704
H  16.706  0.938  -4.767
H  15.963  1.733  -3.384
H  17.880  -1.704  -3.178
H  17.386  -1.050  -4.713
C  23.015  0.583  -5.210
O  24.121  0.567  -4.737
N  22.139  1.460  -4.936
N  22.593  -0.254  -6.024
H  22.369  1.956  -4.087
H  21.223  1.381  -5.355
H  21.820  -0.039  -6.639
H  23.298  -0.945  -6.235
C  21.597  7.008  -16.190
O  22.555  6.370  -15.892
N  20.427  6.952  -15.659
N  21.721  8.125  -16.861
H  20.247  6.211  -14.997
H  19.691  7.236  -16.291
H  20.875  8.606  -17.133
H  22.614  8.524  -17.112
C  15.024  -4.473  -9.584
O  14.206  -5.319  -9.186
N  14.538  -3.268  -9.800
N  16.268  -4.530  -9.890
H  13.555  -3.299  -9.570
H  14.996  -2.386  -9.982
H  16.780  -5.392  -10.011
H  16.727  -3.636  -9.998
C  9.640  3.236  -8.802
C  9.725  4.769  -9.046
C  10.471  5.505  -7.842
O  10.625  6.875  -8.223
C  9.891  7.830  -7.491
N  10.368  5.035  -10.320
H  8.924  3.362  -7.989
H  10.458  2.610  -8.447
H  9.315  2.764  -9.729
H  8.691  5.115  -9.074
H  11.404  5.040  -7.523
H  9.941  5.501  -6.889
H  8.822  7.620  -7.490
H  9.851  8.870  -7.814
H  10.091  7.755  -6.422
H  10.972  5.840  -10.245
H  10.991  4.270  -10.537
C  26.878  0.831  -11.317
C  26.529  -0.092  -12.494
C  25.101  -0.810  -12.513
O  24.885  -1.720  -13.665
C  23.718  -2.503  -13.612
N  26.699  0.519  -13.798
H  27.950  1.030  -11.300
H  26.626  0.562  -10.291
H  26.383  1.790  -11.464
H  27.217  -0.934  -12.578
H  24.335  -0.046  -12.380
H  25.067  -1.333  -11.558
H  22.707  -2.096  -13.619
H  23.800  -2.961  -12.627
H  23.604  -3.357  -14.280
H  26.062  1.303  -13.812
H  26.327  -0.117  -14.489
C  15.242  1.226  -16.575
C  15.908  -0.088  -17.049
C  15.140  -1.451  -16.679
O  15.916  -2.584  -17.039
C  15.302  -3.823  -16.946
N  15.912  0.043  -18.620
H  14.174  1.276  -16.787
H  15.757  2.042  -17.082
H  15.275  1.251  -15.486
H  16.941  -0.049  -16.703
H  14.139  -1.560  -17.097
H  15.078  -1.400  -15.592
H  15.866  -4.600  -17.461
H  14.338  -3.989  -17.427
H  15.370  -4.095  -15.893
H  16.701  -0.430  -19.037
H  15.056  -0.300  -19.031
O  23.014  5.406  -10.965
H  22.201  4.903  -10.924
H  23.211  5.468  -11.899



No. 6
Here is a 9-piece molecular cluster, C16H52BO13 overall in a non-equilibrium geometry from the OMol25 dataset. Energies are from the ωB97M-V functional and the def2-TZVPD basis.

The frontier orbital gap comes out at 0.3572 Ha. For the total energy, the calculation gives -1643.690178 Eh. The molar mass is 463.4 g/mol. As for the net charge: -1.

Atoms and positions in Å:
B  7.501  -7.470  -30.415
H  7.128  -7.146  -31.447
H  7.895  -8.541  -30.487
H  8.355  -6.748  -30.163
H  6.649  -7.342  -29.670
C  10.353  -9.627  -28.152
C  11.119  -10.484  -29.134
O  11.818  -11.507  -28.436
H  9.934  -8.782  -28.703
H  11.046  -9.137  -27.463
H  9.551  -10.097  -27.589
H  11.791  -9.899  -29.769
H  10.409  -10.927  -29.842
H  12.354  -11.965  -29.090
C  11.951  -4.259  -27.875
C  10.595  -4.949  -28.041
O  9.587  -4.076  -27.542
H  12.047  -3.528  -28.680
H  12.771  -4.976  -27.884
H  12.024  -3.676  -26.956
H  10.584  -5.970  -27.648
H  10.398  -5.095  -29.108
H  8.772  -4.586  -27.428
C  8.691  -13.339  -30.857
C  7.770  -12.160  -31.057
O  6.427  -12.636  -30.938
H  8.423  -14.163  -31.515
H  8.673  -13.663  -29.814
H  9.720  -13.012  -31.028
H  7.983  -11.709  -32.034
H  7.972  -11.332  -30.371
H  5.888  -11.834  -30.826
C  6.145  -3.794  -31.318
C  5.327  -4.341  -30.150
O  4.912  -5.681  -30.380
O  7.514  -4.150  -31.188
H  6.122  -2.705  -31.243
H  5.697  -4.156  -32.247
H  4.415  -3.752  -30.012
H  5.864  -4.337  -29.196
H  5.678  -6.264  -30.212
H  7.593  -5.108  -31.109
C  7.367  -8.426  -26.709
C  6.800  -7.012  -26.588
O  7.517  -6.066  -27.368
O  6.942  -9.058  -27.960
H  6.892  -9.111  -26.003
H  8.441  -8.541  -26.557
H  6.817  -6.630  -25.568
H  5.776  -7.077  -26.966
H  7.674  -6.393  -28.263
H  7.301  -8.576  -28.743
C  4.424  -9.355  -30.324
C  3.354  -10.356  -30.615
O  3.432  -11.379  -29.617
O  5.694  -9.936  -30.546
H  4.309  -8.985  -29.297
H  4.418  -8.442  -30.930
H  3.483  -10.778  -31.617
H  2.348  -9.926  -30.629
H  2.836  -12.094  -29.853
H  6.345  -9.257  -30.301
C  10.486  -8.637  -32.524
C  9.447  -8.292  -33.597
O  8.107  -8.570  -33.148
O  10.652  -7.777  -31.398
H  11.493  -8.661  -32.944
H  10.211  -9.627  -32.144
H  9.563  -8.858  -34.519
H  9.451  -7.224  -33.839
H  7.930  -8.069  -32.319
H  9.764  -7.662  -31.030
C  4.762  -7.284  -33.833
C  5.705  -6.994  -34.989
O  6.408  -8.186  -35.306
O  3.600  -7.989  -34.253
H  4.407  -6.322  -33.446
H  5.290  -7.898  -33.108
H  6.529  -6.319  -34.723
H  5.166  -6.553  -35.829
H  6.908  -8.470  -34.523
H  3.029  -7.411  -34.764